ORCA calculation (wB97M-V/def2-TZVPD) on a molecular structure, C37H29N5O3PSSe2W at a distorted geometry.

Last column: Mulliken charge in e.
Atoms and positions in Å:
W -0.23 0.28 -0.16  -0.18
C 1.43 3.76 1.30  -0.53
O 0.31 4.65 1.22  -0.47
C -0.96 4.18 1.20  -0.22
C -1.95 5.11 1.46  -0.47
C -3.29 4.77 1.44  -0.90
C -3.67 3.47 1.17  -1.06
C -2.70 2.51 0.90  0.17
C -3.10 1.14 0.69  -0.10
N -2.29 0.20 0.43  0.29
N -2.84 -1.08 0.46  -1.36
C -1.90 -1.95 0.40  0.53
O -0.64 -1.56 0.27  0.72
C -2.18 -3.38 0.55  -0.05
C -3.37 -3.92 0.07  -0.48
C -3.64 -5.27 0.22  -0.86
C -2.72 -6.09 0.87  -0.42
C -1.54 -5.55 1.38  -0.89
C -1.27 -4.20 1.21  -0.11
C -1.35 2.88 0.88  1.85
O -0.43 1.96 0.52  0.69
H 2.29 4.41 1.44  0.36
H 1.57 3.18 0.40  0.08
H 1.34 3.09 2.16  0.30
H -1.64 6.12 1.70  0.52
H -4.04 5.53 1.64  0.43
H -4.71 3.18 1.18  0.49
H -4.15 0.87 0.80  0.53
H -4.09 -3.26 -0.41  0.50
H -4.56 -5.68 -0.16  0.42
H -2.93 -7.14 1.00  0.42
H -0.84 -6.18 1.91  0.44
H -0.36 -3.77 1.62  0.66
Se 1.00 -0.06 2.11  -0.47
P 2.88 -0.16 0.89  0.29
Se 1.60 0.61 -1.64  -0.17
C 4.31 -0.24 2.04  0.75
C 5.44 0.50 1.74  -0.20
C 6.59 0.36 2.51  -0.63
C 6.60 -0.51 3.59  -0.44
C 5.46 -1.24 3.91  -0.71
C 4.32 -1.11 3.14  -0.49
C 3.04 -1.86 0.21  0.68
C 4.08 -2.08 -0.69  -0.80
C 4.31 -3.34 -1.21  -0.66
C 3.47 -4.40 -0.87  -0.52
C 2.43 -4.19 0.02  -0.43
C 2.23 -2.93 0.57  -0.29
H 5.43 1.18 0.89  0.39
H 7.47 0.94 2.28  0.40
H 7.50 -0.61 4.19  0.38
H 5.47 -1.92 4.75  0.40
H 3.43 -1.69 3.38  0.27
H 4.72 -1.25 -0.98  0.36
H 5.14 -3.50 -1.89  0.41
H 3.64 -5.38 -1.29  0.43
H 1.78 -5.01 0.31  0.41
H 1.46 -2.77 1.32  0.33
N -3.11 1.77 -3.31  0.00
C -2.62 3.04 -3.07  0.36
C -3.01 4.29 -3.53  -1.15
C -2.24 5.37 -3.13  -0.63
C -1.10 5.19 -2.32  -0.57
C -0.72 3.95 -1.87  -0.43
C -1.52 2.86 -2.23  0.36
N -1.39 1.50 -1.94  0.14
C -2.32 0.90 -2.64  0.14
C -2.31 -0.54 -2.75  -0.32
C -3.16 -1.40 -3.35  -0.29
S -2.52 -2.97 -3.30  -0.10
C -1.16 -2.39 -2.45  -0.30
N -1.17 -1.12 -2.23  0.19
H -3.86 1.53 -3.93  0.24
H -3.86 4.42 -4.19  0.45
H -2.51 6.36 -3.46  0.41
H -0.50 6.06 -2.07  0.49
H 0.17 3.80 -1.29  0.25
H -4.11 -1.19 -3.83  0.41
H -0.36 -3.04 -2.13  0.43

The calculated total energy comes out at -7536.2349 hartree. As for the net charge: +1. The value obtained for the energy relative to the best compared isomer or geometry (same formula, charge and spin) is 43.36 kcal per mole. The HOMO energy (alpha / beta) is -9.843 / -9.849 eV.

=====

ORCA calculation (wB97M-V/def2-TZVPD) on a molecular structure, C37H30AlBrN2O3PS at a distorted geometry.

Last column: Mulliken charge in e.
Atoms and positions in Å:
Al -0.01 0.91 0.07  -0.44
Br -5.54 -1.53 4.50  -0.18
C -4.05 -0.83 3.55  -0.22
C -2.77 -1.05 4.05  -0.64
C -1.69 -0.53 3.36  -0.58
C -1.86 0.20 2.19  0.02
O -0.80 0.75 1.59  0.16
C -3.17 0.40 1.67  1.69
C -3.46 1.12 0.48  -1.08
N -2.94 2.22 -1.59  -1.14
C -2.10 3.26 -1.75  0.39
C -2.50 4.12 -2.79  -0.75
C -1.94 5.37 -2.99  -0.60
C -0.94 5.85 -2.17  -0.97
C -0.46 5.03 -1.14  0.61
C 0.50 5.50 -0.22  -0.65
C 0.92 4.72 0.82  -1.15
C 0.46 3.40 0.87  -0.51
N -0.39 2.88 -0.02  0.70
C -0.96 3.69 -0.97  0.60
C -4.26 -0.12 2.39  -0.96
H -2.63 -1.61 4.96  0.48
H -0.68 -0.66 3.73  0.59
H -4.43 1.56 0.28  0.54
H -3.32 3.79 -3.40  0.49
H -2.31 5.99 -3.80  0.39
H -0.55 6.85 -2.28  0.40
H 0.88 6.51 -0.34  0.45
H 1.60 5.08 1.57  0.47
H 0.78 2.73 1.66  0.91
H -5.26 0.01 2.01  0.52
O -2.59 1.21 -0.59  0.46
C -1.63 0.23 -0.92  -0.15
C -2.03 -1.14 -0.69  -0.13
C -3.34 -1.60 -0.94  -0.21
C -3.67 -2.93 -0.79  -0.76
C -2.72 -3.86 -0.39  -0.86
C -1.41 -3.45 -0.20  -0.25
C -1.07 -2.11 -0.34  0.03
P 0.62 -1.50 -0.13  1.44
C 1.45 -2.08 -1.63  0.91
C 1.16 -1.37 -2.79  -0.48
C 1.72 -1.75 -4.00  -0.79
C 2.59 -2.83 -4.05  -0.61
C 2.89 -3.53 -2.90  -0.73
C 2.33 -3.16 -1.68  -0.43
C 1.38 -2.34 1.28  0.42
C 0.65 -2.93 2.31  -0.94
C 1.29 -3.38 3.45  -0.76
C 2.66 -3.26 3.59  -0.64
C 3.41 -2.69 2.56  -1.09
C 2.77 -2.23 1.43  -0.61
H -4.10 -0.90 -1.27  0.52
H -4.69 -3.25 -1.00  0.46
H -2.99 -4.89 -0.25  0.46
H -0.65 -4.18 0.07  0.58
H 0.48 -0.52 -2.74  0.44
H 1.47 -1.20 -4.90  0.47
H 3.02 -3.13 -5.00  0.43
H 3.58 -4.36 -2.93  0.45
H 2.56 -3.72 -0.79  0.47
H -0.43 -3.03 2.21  0.54
H 0.70 -3.83 4.25  0.47
H 3.15 -3.61 4.48  0.41
H 4.48 -2.61 2.66  0.46
H 3.35 -1.79 0.62  0.71
C 3.92 0.72 -1.70  -0.77
S 3.04 1.92 -0.68  0.27
C 4.00 1.71 0.83  -0.73
O 1.73 1.19 -0.36  0.12
H 4.93 1.09 -1.86  0.57
H 3.40 0.64 -2.65  0.29
H 3.93 -0.24 -1.20  0.13
H 5.04 1.92 0.60  0.50
H 3.87 0.70 1.19  0.12
H 3.64 2.42 1.57  0.30

The calculated total energy comes out at -5318.8564 hartree. As for the net charge: +1. The value obtained for the energy relative to the best compared isomer or geometry (same formula, charge and spin) is 175.21 kcal per mole. The HOMO energy (alpha / beta) is -9.233 / -9.224 eV.

=====

ORCA calculation (wB97M-V/def2-TZVPD) on a molecular structure, C37H30AsAuBrFN2O4.

Last column: Mulliken charge in e.
Atoms and positions in Å:
Au -0.11 0.09 -0.32  1.85
C -6.14 4.16 2.49  -1.29
C -4.92 4.98 2.07  -0.31
C -4.62 6.18 2.95  -1.04
C -4.23 5.73 4.35  -0.98
C -3.11 4.73 4.28  0.76
C -2.27 4.53 5.35  -0.71
C -1.23 3.62 5.24  -0.03
F -0.43 3.45 6.27  -0.28
C -0.97 2.89 4.07  -0.57
C -1.80 3.05 3.01  0.12
C -1.56 2.29 1.76  1.42
O -0.54 1.64 1.62  -1.07
C -2.59 2.40 0.72  0.37
C -3.58 3.31 0.90  -0.67
N -3.73 4.07 2.03  0.13
C -2.89 3.96 3.09  0.09
C -2.65 1.57 -0.56  -0.17
O -3.18 2.07 -1.52  -0.58
O -2.14 0.37 -0.50  -0.50
H -7.01 4.82 2.52  0.40
H -6.01 3.72 3.48  0.38
H -6.34 3.36 1.78  0.41
H -5.06 5.31 1.04  0.49
H -5.49 6.83 2.97  0.42
H -3.80 6.75 2.50  0.37
H -5.08 5.28 4.86  0.38
H -3.92 6.58 4.95  0.52
H -2.40 5.09 6.27  0.59
H -0.14 2.20 4.02  0.64
H -4.32 3.44 0.12  0.62
O 1.91 -0.18 -0.49  -0.84
As 2.36 0.66 -1.92  1.43
C 1.72 -0.26 -3.46  0.40
C 1.87 0.35 -4.71  -0.16
C 1.44 -0.32 -5.84  -0.73
C 0.86 -1.58 -5.73  -0.50
C 0.72 -2.18 -4.48  -0.66
C 1.14 -1.52 -3.34  -0.63
C 1.52 2.37 -1.86  0.13
C 0.28 2.53 -2.48  -0.14
C -0.41 3.73 -2.34  -0.71
C 0.16 4.77 -1.62  -0.54
C 1.40 4.61 -1.00  -0.91
C 2.08 3.41 -1.11  -0.54
C 4.25 0.72 -1.97  0.44
C 4.96 1.88 -2.25  -0.15
C 6.35 1.83 -2.28  -0.76
C 7.00 0.63 -2.04  -0.50
C 6.28 -0.53 -1.77  -0.67
C 4.90 -0.49 -1.74  -0.57
H 2.33 1.33 -4.80  0.45
H 1.56 0.14 -6.81  0.42
H 0.53 -2.10 -6.62  0.41
H 0.27 -3.16 -4.40  0.44
H 1.04 -1.98 -2.37  0.51
H -0.16 1.72 -3.05  0.44
H -1.38 3.85 -2.81  0.45
H -0.36 5.71 -1.54  0.47
H 1.84 5.42 -0.44  0.46
H 3.03 3.27 -0.60  0.64
H 4.45 2.81 -2.45  0.47
H 6.91 2.72 -2.50  0.42
H 8.08 0.59 -2.07  0.40
H 6.80 -1.46 -1.60  0.41
H 4.34 -1.39 -1.53  0.33
Br 2.07 -5.22 0.88  -0.13
C 0.55 -4.19 0.53  -0.42
C -0.72 -4.74 0.57  -0.07
C -1.81 -3.93 0.30  -0.83
C -1.61 -2.60 -0.01  -0.27
N -0.37 -2.09 -0.05  -0.10
C 0.69 -2.85 0.22  -0.15
H -0.85 -5.79 0.82  0.48
H -2.82 -4.33 0.32  0.45
H -2.42 -1.93 -0.25  0.54
H 1.66 -2.37 0.18  0.58

The calculated total energy comes out at -6883.2086 hartree. As for the net charge: +2. Its multiplicity is 3. The value obtained for the energy relative to the best compared isomer or geometry (same formula, charge and spin) is 0.00 kcal per mole. The HOMO energy (alpha / beta) is -13.773 / -13.901 eV.

=====

> Which of these has the highest net charge?

C37H30AsAuBrFN2O4

=====

> Which formula does entry 3 have?

C37H30AsAuBrFN2O4